Entry P
The following is a DFT calculation (the ωB97M-V functional and the def2-TZVPD basis) of a cluster of 2 separate species, C3H11NOS in total.

Geometry as XYZ:
```
17
Properties=species:S:1:pos:R:3
C -1.744 -0.206 -0.772
H 0.819 -2.498 0.020
H -0.853 -2.183 0.900
H -0.294 3.107 1.445
H -1.482 0.012 0.269
H 1.607 0.292 0.732
H 1.461 1.542 2.564
H 2.226 1.572 -0.215
N 2.204 1.181 0.782
C 1.509 2.087 1.668
H -1.399 0.710 -1.352
S -0.857 -1.511 -1.558
H -2.864 -0.467 -0.933
C -0.310 -2.492 -0.033
O 0.138 2.252 1.194
H 1.989 2.942 1.749
H -0.766 -3.463 -0.450
```

Results
Charge = 0
Gap between HOMO and LUMO = 9.01 eV
SMILES string = CSC.NCO

Entry Q
The following is a DFT calculation (the ωB97M-V functional and the def2-TZVPD basis) of a cluster of 2 separate species, C3H11NOS in total.

Geometry as XYZ:
```
17
Properties=species:S:1:pos:R:3
H -3.089 -1.518 -2.464
S -1.395 -3.441 -3.072
H 2.943 1.777 4.248
H -2.258 -2.468 -1.340
C 3.194 3.704 3.535
H 4.200 3.799 3.050
H -2.408 -5.242 -4.062
H -3.144 -3.753 -4.752
H -1.424 -1.096 -2.527
H 1.296 3.518 3.345
C -2.044 -1.904 -2.330
C -2.776 -4.204 -3.806
H 2.037 4.235 1.907
H 3.093 4.626 3.953
N 2.100 3.575 2.688
O 3.391 2.603 4.602
H -3.715 -4.211 -2.975
```

Results
Charge = 0
Gap between HOMO and LUMO = 9.24 eV
SMILES string = CSC.NCO

Going by the energies, entry P is most stable and the next is 112.2 kJ/mol up.

Entry P
The following is a DFT calculation (the ωB97M-V functional and the def2-TZVPD basis) of a cluster of 2 separate species, C5H13N3O2 in total.

Geometry as XYZ:
```
23
Properties=species:S:1:pos:R:3
O -1.901 2.318 2.727
H 0.277 2.960 0.890
C 0.644 -0.200 -1.156
O -0.094 1.137 1.753
C 1.584 0.006 -2.327
H -2.372 -2.863 -0.928
H 2.372 -0.826 -2.348
H 2.250 0.994 -2.181
N -1.495 -3.263 -0.572
H -1.720 -3.911 0.139
H 1.008 0.046 -3.163
H 0.342 -2.875 1.519
H -0.348 4.196 1.842
C -0.594 -2.287 -0.316
C 0.147 3.247 1.900
H -0.503 0.262 1.213
N 0.101 -2.205 0.777
H -0.912 -1.365 -2.233
H 0.890 3.275 2.557
N -0.608 -1.055 -1.217
H 0.381 0.877 -0.825
H 1.311 -0.632 -0.329
C -0.759 2.163 2.277
```

Results
Charge = 0
Gap between HOMO and LUMO = 9.84 eV
SMILES string = [H]/N=C(\N)NCC.CC(=O)O

Entry Q
The following is a DFT calculation (the ωB97M-V functional and the def2-TZVPD basis) of a cluster of 2 separate species, C5H13N3O2 in total.

Geometry as XYZ:
```
23
Properties=species:S:1:pos:R:3
C -1.149 1.690 -0.306
N 0.488 2.922 1.023
C -1.159 -1.924 -1.118
H -2.008 1.106 0.032
H -0.686 1.197 -1.163
H 1.479 -0.612 0.420
H 0.178 3.656 0.376
H -0.791 -2.796 0.698
H 0.181 0.928 2.702
C -0.140 1.812 0.805
H 2.295 0.765 1.148
H 0.939 -0.721 -3.072
C 0.179 0.602 1.656
O -0.545 -1.699 -2.335
H -1.499 2.678 -0.619
H 0.526 -2.905 -0.461
H -0.612 -0.147 1.549
H 1.870 -0.652 2.131
O -2.308 -1.594 -0.890
N 0.856 -1.254 -2.201
N -0.377 -2.542 -0.187
C 1.532 0.000 1.320
H 0.751 -0.511 -1.504
```

Results
Charge = 0
Gap between HOMO and LUMO = 10.49 eV
SMILES string = [H]/N=C(\C)CC.NOC(N)=O

Entry R
The following is a DFT calculation (the ωB97M-V functional and the def2-TZVPD basis) of a cluster of 2 separate species, C5H13N3O2 in total.

Geometry as XYZ:
```
23
Properties=species:S:1:pos:R:3
H 2.689 -0.524 0.624
H -1.390 1.326 1.665
H -0.429 -1.751 -1.847
H -1.528 -0.937 3.230
H 2.018 1.702 1.799
C 0.837 0.118 1.241
H -2.152 0.216 0.521
N -0.305 -0.422 1.114
H 0.711 1.437 -3.007
C 0.634 0.625 -3.727
O -0.501 -0.951 -2.391
C -1.554 0.279 1.433
H -2.909 0.137 3.130
C -2.252 -0.508 2.538
H -0.237 0.845 -4.318
H 1.500 0.658 -4.387
H -2.808 -1.347 2.138
N 1.096 1.447 1.501
C 0.664 -0.696 -3.022
H 1.932 -1.680 1.463
N 1.973 -0.680 1.324
H 0.349 2.045 1.799
O 1.662 -1.340 -2.819
```

Results
Charge = 0
Gap between HOMO and LUMO = 9.56 eV
SMILES string = CCN=C(N)N.CC(=O)O

Going by the energies, entry R is most stable and the next is 173.0 kJ/mol up.

Entry P
The following is a DFT calculation (the ωB97M-V functional and the def2-TZVPD basis) of a structure of composition C3H9N.

Geometry as XYZ:
```
13
Properties=species:S:1:pos:R:3
C 1.477 0.360 0.122
H -2.500 0.368 0.591
H 1.178 1.342 -0.074
H -1.377 1.452 -0.168
C -1.728 0.284 -0.055
H 0.884 -1.717 -0.391
H -0.278 -0.727 1.499
H 2.321 0.345 -0.327
H 0.195 -0.220 -1.555
N -0.808 -0.759 0.318
C 0.518 -0.789 -0.326
H -1.952 -0.057 -0.870
H 2.068 0.117 1.237
```

Results
Charge = 0
Gap between HOMO and LUMO = 10.09 eV

Entry Q
The following is a DFT calculation (the ωB97M-V functional and the def2-TZVPD basis) of a structure of composition C3H9N.

Geometry as XYZ:
```
13
Properties=species:S:1:pos:R:3
H -1.494 -1.547 -0.633
C 0.477 -1.300 0.179
C -0.620 0.476 -1.123
N 0.623 1.284 1.024
H -1.471 0.906 -1.632
H 0.364 2.252 0.851
H -0.827 0.328 0.083
H 0.667 -0.288 0.755
H 0.277 -2.230 0.700
C -0.707 -0.812 -0.536
H 0.302 1.034 -1.169
H 1.360 -1.393 -0.453
H 1.048 1.289 1.955
```

Results
Charge = 0
Gap between HOMO and LUMO = 7.15 eV

Going by the energies, entry P is most stable and the next is 25.1 kJ/mol up.

Entry P
The following is a DFT calculation (the ωB97M-V functional and the def2-TZVPD basis) of a structure of composition ClH2NO3P.

Geometry as XYZ:
```
8
Properties=species:S:1:pos:R:3
N 0.564 -0.871 -0.938
H 0.688 -1.690 -0.411
O -1.681 -0.575 0.300
Cl -0.530 1.566 2.126
O 0.730 0.663 1.484
O -0.594 1.382 -0.997
H 1.374 -0.607 -1.299
P -0.552 0.131 -0.267
```

Results
Charge = -1
Gap between HOMO and LUMO = 8.69 eV

Entry Q
The following is a DFT calculation (the ωB97M-V functional and the def2-TZVPD basis) of a structure of composition ClH2NO3P.

Geometry as XYZ:
```
8
Properties=species:S:1:pos:R:3
P -0.149 0.229 -0.278
H 1.651 0.017 1.140
Cl -2.749 -0.604 0.236
O -1.236 -0.921 0.640
O -0.434 0.060 -1.765
N 1.395 -0.415 0.198
O -0.356 1.600 0.340
H 1.877 0.034 -0.511
```

Results
Charge = -1
Gap between HOMO and LUMO = 8.92 eV

Going by the energies, entry Q is most stable and the next is 67.1 kJ/mol up.

Entry P
The following is a DFT calculation (the ωB97M-V functional and the def2-TZVPD basis) of a cluster of 2 separate species, C2HI3 in total.

Geometry as XYZ:
```
6
Properties=species:S:1:pos:R:3
H -0.902 1.360 -0.720
I -0.940 -2.969 0.079
I 2.316 1.067 0.435
C 0.288 -1.353 -0.003
C 1.073 -0.532 0.468
I -1.835 2.428 -0.260
```

Results
Charge = 0
Gap between HOMO and LUMO = 9.22 eV
SMILES string = IC#CI.I

Entry Q
The following is a DFT calculation (the ωB97M-V functional and the def2-TZVPD basis) of a cluster of 2 separate species, C2HI3 in total.

Geometry as XYZ:
```
6
Properties=species:S:1:pos:R:3
H 0.140 1.935 1.916
I 1.799 2.437 -1.932
C 1.000 1.887 -0.133
I 0.020 -0.401 -4.583
C 0.623 1.847 1.048
I -1.767 0.937 -3.156
```

Results
Charge = 0
Gap between HOMO and LUMO = 7.67 eV
SMILES string = C#CI.II

Going by the energies, entry Q is most stable and the next is 64.2 kJ/mol up.